Record 1
C18H18NO | ωB97M-V with the def2-TZVPD basis set

Geometry (Å):
C1 0.8807 5.6275 -0.5462
O1 -0.1547 4.9910 0.2337
C2 -0.0888 3.6029 0.1775
C3 0.5922 2.9623 1.2057
C4 0.6371 1.5890 1.2048
C5 -0.0208 0.8244 0.2499
C6 -0.6663 1.4687 -0.8286
C7 -0.6513 2.8718 -0.8880
C8 -1.4186 0.7625 -1.7614
C9 -2.3914 1.3036 -2.8196
C10 -1.3526 -0.6390 -1.7046
C11 -0.5077 -1.2806 -0.6890
N1 0.0834 -0.5318 0.2898
C12 0.9911 -1.1934 1.3107
C13 0.8425 -2.6734 1.3045
C14 1.8177 -3.4810 0.7430
C15 1.7705 -4.9211 0.8168
C16 0.4635 -5.4741 1.2298
C17 -0.6152 -4.6290 1.7482
C18 -0.3344 -3.2528 1.7872
H1 1.0139 5.0743 -1.4666
H2 0.5812 6.6190 -0.7955
H3 1.8579 5.8036 -0.1663
H4 1.1782 3.6291 1.8888
H5 1.2239 1.1781 2.1220
H6 -1.0430 3.5218 -1.6452
H7 -2.5980 2.4015 -2.7249
H8 -3.2783 0.7086 -2.8689
H9 -1.8665 1.1121 -3.8070
H10 -1.9242 -1.2048 -2.4082
H11 -0.4357 -2.3560 -0.6985
H12 0.7457 -0.8594 2.2749
H13 1.9606 -0.9111 0.9910
H14 2.7318 -2.9241 0.3053
H15 2.5419 -5.6203 0.4665
H16 0.2282 -6.5214 1.2065
H17 -1.6374 -4.9869 2.0170
H18 -1.1574 -2.5914 2.2449

Cartesian forces (eV/Å) of the 2 atoms listed first:
-0.795 -0.173 -1.116
0.796 -0.682 -0.338

Calculated values
SMILES: COc1ccc2c(c1)c(C)cc[n+]2Cc1ccccc1
Total charge: +1
LUMO in eV: -4.2

Atom charges from the Mulliken analysis, given in e for atoms 1 to 5: -0.826, -0.460, 0.005, -0.857, -0.180

Record 2
C11H18PdTe | ωB97M-V with the def2-TZVPD basis set

Geometry (Å):
Pd1 -0.4764 -0.0489 0.1630
C1 0.5657 2.8488 -2.1368
C2 0.2874 1.3758 -2.0300
C3 1.3260 0.4478 -2.1151
C4 1.0808 -0.9233 -2.0192
C5 2.2100 -1.9132 -2.0997
C6 -0.2372 -1.3753 -1.8806
C7 -1.3129 -0.4633 -1.8238
C8 -2.7363 -0.9635 -1.7867
C9 -1.0344 0.9167 -1.9040
H1 0.6289 3.2923 -1.1442
H2 -0.2313 3.3529 -2.6779
H3 1.5088 3.0306 -2.6451
H4 2.3409 0.7978 -2.2551
H5 2.5157 -2.2104 -1.0970
H6 3.0724 -1.4794 -2.5987
H7 1.9004 -2.8066 -2.6380
H8 -0.4428 -2.4437 -1.8791
H9 -3.0749 -1.0892 -0.7518
H10 -2.8096 -1.9282 -2.2856
H11 -3.3997 -0.2527 -2.2744
H12 -1.8541 1.6277 -1.9378
C10 -0.3260 0.2436 3.9321
Te1 0.9142 -0.1844 2.2215
C11 0.4686 -2.3078 2.2158
H13 -1.2949 -0.2256 3.8053
H14 -0.4528 1.3189 3.9937
H15 0.1487 -0.1176 4.8354
H16 1.1257 -2.8667 2.8716
H17 0.5791 -2.6525 1.1903
H18 -0.5628 -2.4407 2.5244

Cartesian forces (eV/Å) of the 2 atoms listed first:
-0.180 0.353 0.082
-0.024 -0.100 0.116

Calculated values
LUMO in eV: 0.5

Atom charges from the Mulliken analysis, given in e for atoms 1 to 5: -0.011, -1.500, 1.126, -0.636, 1.199

Record 3
C36H42N3O | ωB97M-V with the def2-TZVPD basis set

Geometry (Å):
C1 1.2785 2.7535 3.4560
N1 0.8534 2.2267 2.2028
C2 0.0886 2.9291 1.3160
O1 -0.4466 4.0106 1.5283
C3 0.0064 2.1462 0.0252
C4 0.7183 2.7496 -1.1632
C5 2.1714 3.0684 -0.9147
C6 2.4982 4.1885 -0.1418
C7 3.8295 4.4874 0.1604
C8 4.8508 3.6687 -0.3330
C9 4.5360 2.5602 -1.1283
C10 3.2035 2.2941 -1.4616
N2 0.5848 0.8843 0.4357
C11 0.6223 -0.1907 -0.3952
C12 0.8810 -1.4635 0.1160
C13 0.4535 -2.7419 -0.4835
C14 1.6560 -3.7390 -0.5592
C15 1.9105 -4.4293 -1.7554
C16 2.9434 -5.3652 -1.7861
C17 3.7853 -5.5796 -0.6910
C18 3.6212 -4.7369 0.4008
C19 2.5659 -3.8328 0.4855
C20 -1.1410 -3.2492 -0.2821
C21 -1.0847 -3.5063 1.2440
C22 -2.4602 -3.2440 1.8730
C23 -3.2984 -2.5034 0.8358
C24 -2.3908 -2.4909 -0.3764
N3 -2.9668 -2.1174 -1.5301
C25 -4.3694 -1.5706 -1.4923
C26 -2.2353 -2.2355 -2.7749
C27 -1.5187 -1.1202 -3.2221
C28 -0.5626 -1.3044 -4.2202
C29 -0.4324 -2.5449 -4.8516
C30 -1.2286 -3.6256 -4.4527
C31 -2.1205 -3.4899 -3.3833
C32 1.2565 0.9187 1.7528
C33 2.8091 0.8608 1.6866
C34 3.2520 0.2946 3.0368
C35 2.0317 -0.3730 3.6997
C36 0.8077 -0.1443 2.8057
H1 0.6744 3.6233 3.7104
H2 1.1517 1.9982 4.2326
H3 2.3401 3.0365 3.4627
H4 -1.0627 1.9945 -0.2190
H5 0.6208 2.0946 -2.0262
H6 0.1899 3.6779 -1.3755
H7 1.6889 4.8386 0.2094
H8 4.0555 5.3684 0.7692
H9 5.8908 3.9071 -0.1104
H10 5.3299 1.9101 -1.5103
H11 2.9514 1.4735 -2.1390
H12 0.1402 -0.0682 -1.3834
H13 1.5671 -1.5087 0.9666
H14 0.1136 -2.4764 -1.5591
H15 1.2810 -4.3037 -2.6404
H16 3.0923 -5.9830 -2.6622
H17 4.6105 -6.3095 -0.7254
H18 4.3077 -4.8156 1.2303
H19 2.4271 -3.2743 1.3991
H20 -1.1425 -4.1775 -1.0236
H21 -0.8336 -4.5591 1.3223
H22 -0.3172 -2.9025 1.7691
H23 -2.9765 -4.1876 2.0830
H24 -2.4654 -2.7395 2.8459
H25 -3.6533 -1.5266 1.1735
H26 -4.2619 -3.0269 0.6900
H27 -4.5980 -1.0305 -2.4338
H28 -5.1065 -2.4075 -1.3594
H29 -4.4923 -0.8466 -0.6437
H30 -1.6877 -0.1492 -2.7604
H31 0.0746 -0.4710 -4.5032
H32 0.2824 -2.6707 -5.6772
H33 -1.1453 -4.5939 -4.9505
H34 -2.7221 -4.3272 -3.0295
H35 3.1454 0.2601 0.8331
H36 3.1909 1.8780 1.5342
H37 4.0714 -0.4208 2.9058
H38 3.6388 1.1028 3.6783
H39 2.2218 -1.4459 3.8538
H40 1.8545 0.0630 4.6917
H41 -0.0630 0.2459 3.3443
H42 0.4774 -1.0719 2.3345

Cartesian forces (eV/Å) of the 2 atoms listed first:
0.212 0.201 0.819
-0.807 0.626 -0.920

Calculated values
SMILES: CN1C(=O)[C@@H](Cc2ccccc2)N(/C=C/[C@@H](c2ccccc2)[C@H]2CCC/C2=[N+](\C)c2ccccc2)C12CCCC2
Total charge: +1
LUMO in eV: -3.9

Atom charges from the Mulliken analysis, given in e for atoms 1 to 5: -0.994, 0.335, -0.173, -0.702, 0.429

Record 4
C38H30BaN2O5PS | ωB97M-V with the def2-TZVPD basis set

Geometry (Å):
Ba1 0.5494 0.5801 0.1664
O1 1.2301 -0.0403 -3.4381
S1 1.3951 -0.5871 -2.1248
O2 2.2717 0.1879 -1.2416
O3 0.1465 -0.9614 -1.4446
C1 2.2056 -2.1680 -2.2823
C2 2.6902 -2.6169 -3.4973
C3 3.2472 -3.8835 -3.5726
C4 3.3017 -4.6831 -2.4377
C5 2.8116 -4.2204 -1.2258
C6 2.2585 -2.9458 -1.1306
P1 1.5983 -2.2206 0.4357
C7 2.9472 -2.6769 1.5958
C8 4.2842 -2.7270 1.2031
C9 5.2897 -2.9167 2.1407
C10 4.9757 -3.0427 3.4851
C11 3.6513 -2.9497 3.8927
C12 2.6477 -2.7533 2.9589
C13 0.3404 -3.5108 0.8293
C14 -0.9884 -3.2176 0.5247
C15 -1.9893 -4.1513 0.7491
C16 -1.6771 -5.3891 1.2893
C17 -0.3614 -5.6830 1.6191
C18 0.6394 -4.7506 1.3932
H1 2.6098 -1.9731 -4.3638
H2 3.6302 -4.2524 -4.5157
H3 3.7261 -5.6780 -2.4967
H4 2.8617 -4.8545 -0.3510
H5 4.5408 -2.6190 0.1567
H6 6.3238 -2.9556 1.8201
H7 5.7599 -3.2094 4.2134
H8 3.4051 -3.0129 4.9456
H9 1.6167 -2.6473 3.2772
H10 -1.2352 -2.2535 0.0994
H11 -3.0170 -3.9113 0.5074
H12 -2.4551 -6.1233 1.4581
H13 -0.1127 -6.6403 2.0615
H14 1.6554 -4.9868 1.6825
O4 0.1649 -0.1383 2.5382
N1 -0.1163 0.7908 3.3612
N2 -0.0562 1.9729 2.8777
O5 0.2619 2.2412 1.6358
C19 -0.5089 3.0419 3.7072
C20 -0.2315 3.0689 5.0669
C21 -0.7021 4.1245 5.8321
C22 -1.4410 5.1428 5.2471
C23 -1.7058 5.1088 3.8841
C24 -1.2353 4.0636 3.1086
H15 0.3458 2.2687 5.5083
H16 -0.4838 4.1564 6.8922
H17 -1.8064 5.9639 5.8511
H18 -2.2865 5.8972 3.4228
H19 -1.4111 4.0059 2.0424
C25 -6.0079 2.7585 -3.5600
C26 -4.8841 3.5632 -3.4225
C27 -3.7854 3.1296 -2.6989
C28 -3.7717 1.8706 -2.0850
C29 -4.9155 1.0757 -2.2362
C30 -6.0149 1.5063 -2.9608
C31 -2.6585 1.3814 -1.2463
C32 -1.3847 1.7973 -1.1612
C33 -0.7597 2.7318 -2.0825
C34 -0.5535 2.3922 -3.4310
C35 0.1937 3.1994 -4.2700
C36 0.7388 4.3937 -3.8117
C37 0.5343 4.7575 -2.4857
C38 -0.1889 3.9386 -1.6346
H20 -6.8686 3.1029 -4.1209
H21 -4.8712 4.5464 -3.8795
H22 -2.9246 3.7737 -2.5905
H23 -4.9343 0.0969 -1.7679
H24 -6.8867 0.8687 -3.0565
H25 -2.9779 0.5702 -0.5807
H26 -0.9680 1.4642 -3.8016
H27 0.3588 2.8942 -5.2974
H28 1.3242 5.0219 -4.4724
H29 0.9536 5.6859 -2.1128
H30 -0.3100 4.2150 -0.5918

Cartesian forces (eV/Å) of the 2 atoms listed first:
-1.722 2.521 3.341
0.104 -0.075 -0.053

Calculated values
Total charge: -1
LUMO in eV: 2.4

Atom charges from the Mulliken analysis, given in e for atoms 1 to 5: 2.240, -0.706, 1.457, -0.776, -0.605